{
  "formula": "C8H8NOS",
  "method": "ωB97M-V with the def2-TZVPD basis set",
  "elements": ["C", "C", "C", "C", "C", "C", "C", "C", "N", "O", "S", "H", "H", "H", "H", "H", "H", "H", "H"],
  "xyz": [[-0.7175, -1.8290, 0.3677], [-1.9354, -2.1731, -0.1611], [-0.5495, -0.4558, 0.5460], [-1.7120, 0.2656, 0.1452], [-1.9696, 1.5717, 0.2117], [0.6593, 0.1745, 1.1358], [1.5617, 0.3642, -1.3043], [1.2296, 1.7063, -0.8443], [1.6336, 0.7063, 0.1224], [-2.2307, 2.6818, 0.2852], [-2.9592, -0.8457, -0.4630], [0.0329, -2.5540, 0.6280], [-2.2771, -3.1649, -0.3862], [0.3782, 1.0142, 1.7744], [1.1756, -0.5758, 1.7367], [0.7538, -0.3152, -1.5569], [2.4955, 0.1197, -1.8046], [1.8695, 2.5617, -0.9790], [2.5615, 0.7472, 0.5463]],
  "atomic_forces_ev_per_a": [[-0.4, -0.1, -0.3], [0.5, -0.3, 0.2], [0.6, 0.3, 0.2], [-0.6, -0.1, -0.3], [0.1, -1.1, 0.1], [-1.2, -0.6, 0.4], [-0.6, -0.3, -0.8], [1.3, -0.5, -0.4], [0.3, -0.3, 1.0], [-0.2, 1.3, 0.0], [-0.1, 0.5, 0.0], [0.1, -0.2, 0.1], [-0.1, -0.2, 0.0], [0.3, 0.1, 0.0], [0.2, 0.2, -0.1], [-0.1, 0.0, 0.2], [0.0, 0.4, 0.1], [-0.4, 0.6, 0.0], [0.0, 0.4, -0.3]],
  "lumo_energy_ev": [-3.17, -6.24],
  "s_squared": 2.028,
  "orbital_gap_ha": [0.2466, 0.2504],
  "charge": 1,
  "spin_multiplicity": 3
}


{
  "formula": "C33H23N2O13",
  "method": "ωB97M-V with the def2-TZVPD basis set",
  "elements": ["O", "C", "N", "N", "C", "C", "O", "O", "H", "H", "H", "C", "C", "C", "O", "C", "C", "C", "O", "H", "H", "H", "H", "C", "C", "C", "O", "C", "C", "C", "O", "H", "H", "H", "H", "C", "C", "C", "O", "C", "C", "C", "O", "H", "H", "H", "H", "C", "C", "C", "O", "C", "C", "C", "O", "H", "H", "H", "H", "C", "C", "C", "O", "C", "C", "C", "O", "H", "H", "H", "H"],
  "xyz": [[1.1697, -5.6268, -0.8578], [2.0828, -5.2662, -0.2191], [2.9888, -4.5898, 0.2431], [2.6795, -3.9278, 1.4768], [1.6117, -2.9262, 1.3504], [1.8705, -1.9007, 0.2233], [1.8540, -2.1988, -0.9718], [2.1450, -0.6879, 0.5717], [3.5180, -3.4072, 1.7087], [1.6093, -2.3556, 2.2783], [0.6129, -3.3680, 1.2836], [-1.8437, 2.7919, 1.5661], [-1.9711, 1.6131, 2.1666], [-2.2013, 0.3712, 1.3845], [-2.3183, -0.6999, 1.9360], [-2.2802, 0.4983, -0.0868], [-2.1531, 1.6768, -0.6890], [-1.9252, 2.9150, 0.0896], [-1.8109, 3.9948, -0.4551], [-1.6767, 3.7087, 2.1179], [-1.9144, 1.5015, 3.2425], [-2.4483, -0.4155, -0.6415], [-2.2101, 1.7883, -1.7592], [8.7717, -2.4986, 1.2458], [7.5191, -2.0727, 1.0963], [6.3748, -2.8761, 1.5901], [5.2352, -2.4926, 1.4540], [6.6765, -4.1680, 2.2563], [7.9291, -4.5902, 2.4037], [9.0751, -3.7876, 1.9105], [10.2186, -4.1746, 2.0484], [9.6215, -1.9284, 0.8926], [7.2770, -1.1322, 0.6137], [5.8257, -4.7385, 2.6089], [8.1709, -5.5293, 2.8854], [-5.2209, 2.7339, -3.7437], [-6.4748, 3.1697, -3.8279], [-7.6043, 2.3725, -3.2897], [-8.7485, 2.7709, -3.3669], [-7.2829, 1.0729, -2.6543], [-6.0297, 0.6360, -2.5717], [-4.9020, 1.4325, -3.1081], [-3.7625, 1.0343, -3.0219], [-4.3822, 3.3004, -4.1282], [-6.7294, 4.1167, -4.2866], [-8.1202, 0.5074, -2.2660], [-5.7746, -0.3097, -2.1114], [3.8422, -0.1208, -2.5908], [4.7011, -0.1451, -1.5763], [6.0420, 0.4676, -1.7019], [6.8434, 0.4549, -0.7839], [6.3945, 1.1019, -2.9985], [5.5378, 1.1160, -4.0134], [4.1895, 0.5027, -3.8880], [3.4106, 0.5235, -4.8194], [2.8579, -0.5714, -2.5027], [4.4459, -0.6098, -0.6279], [7.3817, 1.5432, -3.0672], [5.7763, 1.5700, -4.9678], [-5.3673, 1.3059, 2.7946], [-5.7811, 1.6268, 4.0178], [-6.8179, 2.6651, 4.2318], [-7.1950, 2.9601, 5.3458], [-7.3781, 3.3319, 3.0299], [-6.9653, 3.0120, 1.8068], [-5.9279, 1.9732, 1.5936], [-5.5516, 1.6789, 0.4801], [-4.6108, 0.5504, 2.6178], [-5.3852, 1.1511, 4.9059], [-8.1342, 4.0862, 3.2072], [-7.3612, 3.4877, 0.9182]],
  "atomic_forces_ev_per_a": [[0.4, -1.0, 0.3], [-0.7, 1.5, -1.1], [0.0, -0.8, 0.7], [0.1, 0.2, 0.6], [-0.1, 0.6, -0.2], [0.6, 3.3, 0.0], [-0.4, -1.8, -0.9], [-0.4, -1.5, 1.0], [0.0, -0.2, -0.2], [0.2, -0.1, 0.1], [0.2, -0.3, -0.3], [0.0, 0.0, 0.1], [0.0, 0.1, 0.0], [0.2, 0.1, -0.2], [-0.2, -0.2, 0.2], [0.0, 0.0, -0.1], [0.1, 0.1, 0.2], [0.0, -0.1, -0.1], [-0.1, 0.0, 0.1], [0.0, 0.0, 0.0], [0.0, -0.1, 0.0], [0.0, 0.0, 0.0], [0.1, 0.0, 0.0], [-0.1, 0.0, 0.0], [0.1, 0.1, 0.0], [0.1, 0.0, 0.0], [0.1, 0.1, 0.0], [0.0, -0.1, 0.1], [-0.1, 0.0, 0.0], [0.1, 0.0, 0.0], [0.0, 0.0, 0.0], [0.0, 0.0, 0.0], [-0.1, 0.0, 0.0], [0.0, 0.0, 0.0], [0.0, 0.0, 0.0], [0.0, 0.1, 0.0], [0.1, 0.0, 0.0], [0.0, 0.0, 0.0], [0.0, 0.0, 0.0], [0.0, -0.1, 0.0], [-0.2, -0.1, 0.0], [0.0, 0.0, 0.1], [-0.1, -0.1, -0.2], [0.0, 0.0, 0.0], [0.0, 0.0, 0.0], [0.0, 0.0, 0.0], [0.1, 0.0, 0.0], [-0.3, -0.1, -0.2], [0.2, 0.0, 0.2], [-0.3, -0.2, 0.1], [0.1, 0.1, -0.1], [0.1, 0.1, 0.0], [0.1, 0.1, -0.1], [-0.1, -0.1, 0.2], [0.1, 0.1, -0.1], [0.0, -0.1, 0.1], [-0.1, 0.1, 0.0], [0.0, 0.0, 0.0], [0.0, 0.0, 0.0], [0.0, -0.1, 0.1], [0.0, 0.0, -0.1], [0.0, 0.0, 0.1], [0.0, 0.0, 0.0], [0.0, 0.0, -0.1], [-0.1, 0.1, 0.0], [0.1, 0.0, 0.1], [0.0, 0.0, -0.1], [0.0, 0.0, 0.0], [0.0, 0.0, 0.0], [0.0, 0.0, 0.0], [0.0, 0.0, 0.0]],
  "lumo_energy_ev": -0.27,
  "orbital_gap_ha": 0.1522,
  "charge": -1,
  "spin_multiplicity": 1
}


{
  "formula": "C3H7N2O2",
  "method": "ωB97M-V with the def2-TZVPD basis set",
  "elements": ["O", "C", "N", "C", "O", "C", "N", "H", "H", "H", "H", "H", "H", "H"],
  "xyz": [[0.6518, -1.6981, 0.8604], [0.0668, -0.7469, 0.3231], [0.6229, 0.1126, -0.4993], [2.2628, 0.5029, -0.5279], [2.3924, 1.6897, -1.0206], [-1.4798, -0.7467, 0.4279], [-2.1916, 0.5142, 0.2726], [0.1155, 0.9010, -0.8744], [2.6316, -0.3729, -1.0849], [2.4683, 0.4571, 0.5607], [-1.7582, -1.2290, 1.3653], [-1.8207, -1.4701, -0.3137], [-2.0445, 1.0934, 1.0843], [-1.9173, 0.9929, -0.5736]],
  "atomic_forces_ev_per_a": [[0.2, 0.2, 0.3], [-0.9, -1.1, -0.4], [1.1, 0.6, 0.0], [-1.2, 0.8, 0.3], [0.1, -0.2, -0.4], [0.3, 0.0, 0.1], [-0.5, -0.5, 0.0], [-0.1, 0.0, 0.2], [0.3, -0.1, 0.0], [0.2, -0.6, 0.0], [0.1, 0.3, 0.2], [0.0, 0.1, -0.3], [0.2, 0.3, -0.2], [0.1, 0.2, 0.2]],
  "lumo_energy_ev": 4.06,
  "smiles": "NCC(=O)NC[O-]",
  "orbital_gap_ha": 0.2696,
  "charge": -1,
  "spin_multiplicity": 1
}


{
  "formula": "CH3Cl2N3O",
  "method": "ωB97M-V with the def2-TZVPD basis set",
  "elements": ["C", "N", "N", "N", "O", "Cl", "Cl", "H", "H", "H"],
  "xyz": [[0.5332, -0.3736, 0.6527], [-0.9642, 1.4001, 1.1191], [0.0834, -1.2188, -0.2174], [1.5768, -0.4875, 1.2604], [-0.4526, 2.5416, 1.3532], [2.3441, 0.3597, 2.3999], [2.7943, -2.2473, 0.8437], [-0.7416, -0.9685, -0.6816], [0.9055, -1.7452, -0.5048], [0.0591, 2.9554, 0.5265]],
  "atomic_forces_ev_per_a": [[-0.7, 1.1, 0.8], [-0.1, -0.2, -0.2], [0.7, 0.0, 0.4], [0.7, -0.2, 0.4], [1.2, 1.0, -1.7], [0.5, 0.8, 0.9], [0.0, -0.1, -0.2], [-0.9, -0.2, -1.2], [-0.5, -1.1, -0.9], [-1.1, -1.1, 1.8]],
  "lumo_energy_ev": [-1.15, -1.30],
  "orbital_gap_ha": [0.2694, 0.2951],
  "charge": 0,
  "spin_multiplicity": 1
}


{
  "formula": "C14H15NO4S",
  "method": "ωB97M-V with the def2-TZVPD basis set",
  "elements": ["O", "C", "O", "H", "C", "H", "H", "C", "C", "C", "C", "C", "N", "C", "H", "H", "C", "C", "O", "O", "H", "H", "H", "C", "C", "C", "C", "S", "H", "H", "H", "H", "H", "H", "H"],
  "xyz": [[2.3796, 0.8940, -1.3910], [2.4589, 2.0633, -1.1200], [2.7900, 2.9840, -2.0310], [2.9420, 2.5710, -2.8959], [2.2334, 2.6794, 0.2354], [3.2168, 2.8785, 0.6693], [1.7360, 3.6386, 0.0935], [1.4309, 1.7568, 1.1564], [0.0948, 1.4374, 0.5650], [-0.7899, 2.2941, -0.0500], [-1.8952, 1.5399, -0.4553], [-1.6627, 0.2271, -0.0824], [-0.4435, 0.1844, 0.5486], [0.1723, -0.9732, 1.1381], [-0.6062, -1.6913, 1.4013], [0.6753, -0.6721, 2.0623], [1.2065, -1.6250, 0.2068], [2.4479, -2.0333, 0.9490], [2.8557, -1.5242, 1.9610], [3.0900, -3.0333, 0.3394], [3.9095, -3.2513, 0.8110], [0.8048, -2.4827, -0.3293], [1.5327, -0.8894, -0.5374], [-2.5478, -0.8766, -0.3227], [-3.9000, -0.7823, -0.5310], [-4.5163, -2.0147, -0.8214], [-3.6396, -3.0498, -0.8426], [-2.0334, -2.5339, -0.5109], [-3.8260, -4.0891, -1.0250], [-5.5708, -2.1255, -1.0022], [-4.4359, 0.1461, -0.4584], [-2.7561, 1.9007, -0.9815], [-0.6610, 3.3488, -0.1939], [1.3020, 2.2569, 2.1213], [2.0053, 0.8466, 1.3236]],
  "atomic_forces_ev_per_a": [[0.1, -0.1, 0.0], [0.0, -0.1, 0.0], [0.1, 0.6, -0.3], [-0.1, -0.2, 0.3], [-0.1, -0.2, 0.1], [0.0, 0.1, 0.0], [0.1, 0.0, 0.0], [0.1, 0.0, -0.2], [0.1, 0.4, 0.0], [0.2, 0.0, 0.2], [0.0, -0.5, 0.0], [-0.1, 0.8, -0.2], [-0.3, 0.2, -0.1], [0.5, -0.4, 0.2], [0.1, 0.2, 0.1], [-0.1, -0.1, -0.1], [0.0, 0.1, 0.1], [0.0, 0.1, 0.2], [0.1, 0.1, 0.1], [0.2, -0.5, -0.4], [-0.2, 0.2, 0.1], [0.0, 0.0, 0.0], [0.0, -0.1, 0.1], [-0.3, -0.8, -0.1], [0.4, 0.1, 0.2], [0.0, -0.3, -0.1], [0.3, 0.0, 0.0], [-0.6, 0.4, -0.1], [-0.1, -0.2, 0.0], [-0.2, -0.1, 0.0], [-0.1, 0.2, 0.0], [-0.2, 0.0, -0.1], [0.1, 0.2, 0.0], [0.1, -0.1, 0.0], [0.0, 0.0, 0.1]],
  "lumo_energy_ev": 0.63,
  "smiles": "O=C(O)CCc1ccc(-c2cccs2)n1CCC(=O)O",
  "orbital_gap_ha": 0.2914,
  "charge": 0,
  "spin_multiplicity": 1
}


{
  "formula": "C4H11NO2",
  "method": "ωB97M-V with the def2-TZVPD basis set",
  "elements": ["C", "C", "C", "N", "C", "H", "H", "H", "H", "H", "H", "H", "H", "H", "O", "H", "H", "O"],
  "xyz": [[-2.4631, 0.8784, 0.8504], [-1.0856, 0.4202, 1.1391], [0.0322, 1.1432, 1.0293], [1.2947, 0.4704, 1.1340], [2.0587, 0.5645, 0.1196], [-2.8046, 0.6058, -0.1501], [-3.1247, 0.4621, 1.6033], [-2.5175, 1.9689, 0.8957], [-0.8412, -0.5579, 1.5512], [0.1300, 2.1534, 0.6243], [1.9969, 1.3547, -0.6266], [2.8162, -0.2146, 0.1377], [0.9090, -1.1335, -4.5374], [-0.4106, -0.7363, -5.1395], [0.4240, -1.1810, -5.3509], [1.1534, -2.7687, 1.8715], [1.4430, -1.3033, 2.3140], [0.9893, -2.1260, 2.5345]],
  "atomic_forces_ev_per_a": [[0.0, 0.4, 0.1], [1.7, 0.4, 0.5], [0.3, 0.3, -0.6], [-0.9, -0.5, -0.9], [0.2, -0.4, 1.7], [0.0, -0.3, 0.1], [-0.4, 0.0, -0.1], [0.0, 0.0, 0.1], [-0.6, -0.2, -0.2], [-0.5, 0.1, 0.2], [-0.2, -0.3, -0.4], [0.6, 0.6, -0.6], [0.5, 0.0, 0.6], [0.2, -0.2, -0.2], [-0.7, 0.2, -0.4], [0.4, -0.6, -1.0], [-0.1, 0.0, -0.4], [-0.5, 0.5, 1.4]],
  "lumo_energy_ev": 0.31,
  "smiles": "C=N/C=C/C.O.O",
  "orbital_gap_ha": 0.3516,
  "charge": 0,
  "spin_multiplicity": 1
}